The following is a DFT calculation (wB97M-V/def2-TZVPD) of C3H5F6NO4PdS2 as an isolated structure at a distorted geometry.

Element x y z (Å)
Pd -0.0282 0.1046 -0.1683
C -1.1633 1.7539 -0.2547
H -1.1977 2.2996 0.6911
H -0.7316 2.3695 -1.0505
H -2.1702 1.4188 -0.5210
H -1.1447 -0.7211 -1.1884
H -0.4646 -0.4456 -1.6854
F 2.5979 -4.8027 0.2427
C 2.2658 -3.8316 1.1407
F 1.9500 -4.4462 2.3168
F 3.3806 -3.0801 1.3524
S 0.7789 -2.7257 0.4658
O 1.4255 -1.3814 0.4631
O 0.4691 -3.3042 -0.8232
N -0.4906 -2.7470 1.5001
S -0.9640 -1.4569 2.3519
O -1.2493 -0.2864 1.4854
O -2.1046 -1.7073 3.2013
C 0.4696 -0.8629 3.5304
F 1.2859 -1.9017 3.8721
F 1.2476 0.1004 2.9586
F -0.0256 -0.3372 4.6855

Properties
Orbital gap (spin up / spin down) (Eh): 0.3187 / 0.3065
Energy relative to the best compared isomer or geometry (same formula, charge and spin) (kcal per mole): 0.0
Net charge: 0
E_HOMO (spin up / spin down) (eV): -8.602 / -11.236
Spin multiplicity: 3

The following is a DFT calculation (wB97M-V/def2-TZVPD) of an isolated molecule of C3H5FN2OS at a distorted geometry.

Element x y z (Å)
O -0.7114 1.5034 -0.2296
N -0.0266 0.4511 0.3790
C -0.7257 -0.7264 0.6350
N -1.9046 -1.1222 0.3783
S -3.0952 -0.3922 -0.5750
C 1.3521 0.4443 0.0750
C 1.9710 -0.6246 -0.4077
F 3.3031 -0.6265 -0.5537
H -1.0308 2.0262 0.5123
H -0.0787 -1.4020 1.2600
H -2.4593 0.6738 -1.1160
H 1.8719 1.3547 0.2975
H 1.5344 -1.5596 -0.6553

Properties
Orbital gap (Eh): 0.3258
Energy relative to the best compared isomer or geometry (same formula, charge and spin) (kcal per mole): 61.7
Net charge: 0
E_HOMO (eV): -8.320

The following is a DFT calculation (wB97M-V/def2-TZVPD) of an isolated molecule of C3H5FN2OS at a distorted geometry.

Element x y z (Å)
H -1.4827 -1.8810 -0.2487
N -1.9824 -1.3681 -0.9669
C -1.5835 -0.1504 -1.1048
N -0.6383 0.4798 -0.3177
O -0.6736 1.8171 -0.5966
C 0.2860 -0.1236 0.3312
S 0.3815 -1.7366 0.7088
C 1.3683 0.7053 0.9641
F 1.9164 1.6736 0.0740
H -2.0631 0.4938 -1.9383
H 0.4756 1.9483 -0.3675
H 2.1435 0.0075 1.4364
H 0.8833 1.2483 1.7329

Properties
Orbital gap (Eh): 0.3117
Energy relative to the best compared isomer or geometry (same formula, charge and spin) (kcal per mole): 68.5
Net charge: 0
E_HOMO (eV): -8.792

Record-wise E values, in Eh: -1996.25772, -799.99269, -799.98178